53
Properties=species:S:1:pos:R:3:forces:R:3 method="wB97M-V/def2-TZVPD" orbital_gap_ev=6.77 total_energy_ha=-2278.616596 total_charge=+1 e_homo_ev=-10.6491 largest_force_ev_per_a=3.0
C 3.193 -2.656 0.042 -0.776 0.620 0.634
C 2.315 -1.672 0.478 0.117 -0.512 0.020
C 2.181 -0.477 -0.291 -1.067 0.917 -0.919
C 2.881 -0.361 -1.541 -0.422 -0.056 0.427
C 3.774 -1.390 -1.934 0.164 -0.789 0.198
C 3.926 -2.519 -1.149 0.310 0.735 -0.917
C 2.569 0.737 -2.350 0.938 0.482 0.258
C 1.921 1.861 -1.825 -0.433 -0.292 0.556
C 1.254 1.703 -0.558 0.062 -1.607 -0.701
C 0.430 2.757 -0.062 -0.369 0.518 -0.225
C 0.330 3.933 -0.801 0.039 -0.953 0.828
C 1.027 4.109 -2.010 0.616 -0.291 -0.646
C 1.811 3.092 -2.516 -0.316 0.631 -0.152
H 3.308 -3.558 0.643 -0.011 0.178 -0.130
H 4.328 -1.261 -2.864 -0.108 -0.163 0.209
H 4.608 -3.314 -1.450 -0.151 0.254 0.055
H 2.991 0.790 -3.356 -0.110 -0.018 0.194
H -0.299 4.735 -0.422 0.101 -0.059 -0.041
H 0.936 5.057 -2.541 0.075 -0.314 0.124
H 2.358 3.205 -3.455 -0.236 0.066 0.253
N 1.227 0.460 0.031 1.385 0.756 0.998
In -1.027 -0.552 -0.590 0.077 -0.044 -0.602
C 1.438 -1.881 1.693 0.077 -0.132 0.102
H 1.357 -0.966 2.292 0.103 -0.130 -0.086
H 1.808 -2.698 2.326 0.129 0.217 -0.088
C -0.378 2.547 1.200 0.003 0.128 -0.037
H 0.212 2.021 1.962 -0.076 0.142 -0.148
H -0.730 3.504 1.608 0.214 -0.134 -0.022
P -0.272 -2.326 1.176 0.960 -0.255 -0.216
P -1.869 1.510 0.870 0.857 0.823 -0.140
C -2.963 2.672 -0.014 -0.168 -0.051 0.150
H -3.919 2.177 -0.216 0.121 0.168 -0.020
H -3.136 3.562 0.605 -0.031 -0.158 -0.150
H -2.510 2.977 -0.965 -0.060 -0.125 0.206
C -2.600 1.333 2.528 -0.222 -0.147 0.055
H -2.775 2.324 2.967 0.049 -0.225 -0.090
H -3.558 0.801 2.453 0.224 0.140 0.086
H -1.926 0.762 3.181 -0.179 0.157 -0.209
C -0.056 -3.964 0.409 0.011 -0.181 0.108
H 0.460 -4.632 1.112 -0.103 0.054 -0.186
H -1.037 -4.378 0.153 0.265 0.093 0.065
H 0.541 -3.870 -0.508 -0.159 -0.003 0.241
C -1.141 -2.647 2.736 -0.193 0.012 0.118
H -2.155 -3.013 2.527 0.254 0.079 0.057
H -0.591 -3.407 3.306 -0.157 0.171 -0.099
H -1.207 -1.727 3.332 0.014 -0.239 -0.139
C -2.544 0.285 -2.740 -1.924 0.872 -2.091
O -3.148 0.561 -3.666 1.274 -0.568 1.666
H 0.028 -0.211 -2.146 -0.992 -0.681 1.305
Cl -3.359 -2.915 -0.412 -0.379 -1.194 -0.235
C -3.057 -1.268 0.061 0.344 1.196 -0.684
H -3.775 -0.622 -0.455 -0.220 -0.172 0.319
H -3.179 -1.190 1.148 0.077 0.083 -0.258

70
Properties=species:S:1:pos:R:3:forces:R:3 method="wB97M-V/def2-TZVPD" multiplicity=3 orbital_gap_ev="3.97 / 8.22" total_energy_ha=-3004.858262 total_charge=-1 s_squared=2.0089 e_homo_ev="-1.2660 / -5.5141" largest_force_ev_per_a=2.7
Ti 0.884 1.667 1.096 0.395 0.067 1.021
C -0.423 -1.218 4.004 -0.073 -0.120 -0.059
C -0.099 -0.862 2.687 -0.034 0.043 0.101
N 0.143 0.448 2.599 -0.594 -1.035 1.187
N -0.009 0.947 3.854 0.133 -0.004 0.101
C -0.338 -0.039 4.711 -0.095 0.021 -0.005
B 0.515 2.369 4.174 0.049 0.011 -0.464
N 2.031 2.362 3.786 -0.129 -0.059 0.180
C 3.113 2.564 4.551 0.038 0.052 -0.012
C 4.233 2.236 3.809 0.109 -0.018 -0.017
C 3.720 1.827 2.570 0.107 0.061 0.182
N 2.398 1.909 2.567 0.842 0.224 1.003
N -0.229 3.372 3.272 -0.062 -0.003 0.110
C -0.955 4.461 3.587 0.005 -0.012 -0.073
C -1.441 5.004 2.415 -0.035 -0.008 -0.074
C -0.956 4.164 1.400 0.028 0.047 0.249
N -0.229 3.177 1.929 -0.811 1.227 0.823
H -0.686 -2.197 4.371 0.030 0.067 0.011
H 0.000 -1.494 1.819 -0.042 0.086 -0.058
H -0.502 0.170 5.757 0.074 0.020 -0.047
H 0.380 2.640 5.339 -0.010 -0.014 -0.028
H 3.016 2.942 5.557 -0.021 -0.083 -0.054
H 5.266 2.282 4.115 -0.083 0.009 -0.008
H 4.242 1.467 1.699 -0.068 0.043 -0.065
H -1.072 4.777 4.612 0.041 -0.058 -0.034
H -2.058 5.881 2.305 0.034 -0.036 0.008
H -1.071 4.224 0.330 0.035 -0.071 -0.044
O -0.353 2.978 -1.585 -0.081 0.271 -0.421
C -0.556 1.787 -1.385 -0.268 -0.405 0.592
O -0.444 1.218 -0.231 -1.420 -0.516 -2.216
C -1.052 0.924 -2.534 -0.001 -0.573 -0.170
C -1.643 1.621 -3.590 -0.001 0.117 0.114
C -2.260 0.967 -4.637 -0.050 0.147 -0.138
C -2.300 -0.415 -4.652 -0.027 -0.196 -0.067
C -1.678 -1.127 -3.643 0.130 0.010 0.126
C -1.011 -0.492 -2.590 -0.160 0.611 0.083
P -0.189 -1.513 -1.275 -0.338 -0.068 0.042
C -1.765 -2.303 -0.683 0.033 -0.027 -0.133
C -2.288 -3.496 -1.182 0.016 -0.037 0.085
C -3.551 -3.932 -0.799 0.060 -0.010 -0.049
C -4.304 -3.189 0.099 0.064 0.023 0.045
C -3.772 -2.025 0.638 -0.011 0.032 -0.012
C -2.516 -1.581 0.249 0.059 -0.035 -0.030
C 0.573 -2.887 -2.252 0.346 0.228 0.009
C 1.093 -3.948 -1.500 -0.143 -0.034 0.061
C 1.944 -4.887 -2.061 -0.029 0.000 -0.071
C 2.307 -4.785 -3.399 -0.030 0.051 0.018
C 1.815 -3.734 -4.157 -0.022 -0.001 0.028
C 0.967 -2.789 -3.589 -0.038 -0.061 0.109
H -1.620 2.703 -3.544 0.009 -0.055 0.041
H -2.728 1.528 -5.438 0.021 0.031 0.053
H -2.814 -0.940 -5.449 0.020 -0.021 0.015
H -1.710 -2.208 -3.670 0.002 -0.062 0.011
H -1.702 -4.094 -1.871 -0.065 0.057 -0.040
H -3.953 -4.848 -1.217 0.025 0.002 0.023
H -5.297 -3.519 0.384 0.026 -0.011 0.018
H -4.341 -1.453 1.361 0.022 0.009 -0.033
H -2.110 -0.661 0.655 -0.026 0.039 -0.024
H 0.836 -4.021 -0.447 0.054 0.007 -0.051
H 2.350 -5.684 -1.450 -0.058 -0.005 0.011
H 2.986 -5.505 -3.839 -0.016 -0.007 0.007
H 2.106 -3.634 -5.196 -0.010 0.010 0.016
H 0.623 -1.958 -4.189 0.025 0.009 -0.022
C 2.849 1.860 -2.102 -0.075 0.096 0.032
C 2.389 1.817 -0.664 0.833 -0.008 -0.174
O 2.075 2.883 -0.059 0.497 0.205 -0.933
O 2.301 0.692 -0.080 0.713 -0.241 -0.851
H 2.755 2.870 -2.493 0.025 -0.008 -0.012
H 2.226 1.180 -2.686 0.063 -0.002 -0.010
H 3.884 1.519 -2.163 -0.036 -0.028 -0.012

32
Properties=species:S:1:pos:R:3:forces:R:3 method="wB97M-V/def2-TZVPD" orbital_gap_ev=10.06 smiles="CN(C)C=O.CN(C)C=O.ClCCCl" total_energy_ha=-1495.942704 total_charge=0 e_homo_ev=-9.4921 largest_force_ev_per_a=2.8
C -15.354 16.444 9.234 1.524 -1.609 1.788
N -13.886 16.123 9.340 1.112 1.170 -2.349
C -13.066 17.014 8.486 -0.208 0.173 0.704
C -13.279 14.998 9.842 -0.045 0.558 0.976
O -12.074 14.728 9.945 -2.407 0.991 -0.683
H -15.817 16.185 8.282 0.238 0.048 0.004
H -15.555 17.468 9.547 0.335 0.098 -0.372
H -15.731 15.837 10.057 -0.810 -0.155 -0.276
H -13.418 17.059 7.455 -0.308 -0.213 0.001
H -13.182 18.006 8.923 0.386 0.220 -0.225
H -12.019 16.715 8.453 -0.167 -0.058 0.359
H -14.113 14.398 10.238 0.381 -0.698 0.401
C -16.227 8.465 9.398 1.039 -0.242 0.433
N -16.482 9.871 9.149 -0.043 -1.434 -1.332
C -16.876 10.559 10.296 -0.447 2.239 1.087
C -16.174 10.501 7.990 0.401 0.882 0.021
O -16.137 11.729 7.826 -1.627 -1.928 0.250
H -15.744 7.958 8.563 -0.532 0.025 -0.182
H -17.054 7.923 9.858 -0.574 0.105 -0.796
H -15.504 8.382 10.210 0.486 0.279 0.067
H -16.025 10.899 10.887 0.253 -0.404 0.335
H -17.319 11.505 9.986 -0.429 -0.079 0.064
H -17.557 9.989 10.927 0.000 -0.010 -0.175
H -15.809 9.808 7.216 -0.274 -0.002 -0.038
Cl -12.342 11.755 7.026 -0.025 0.177 -0.907
C -13.628 12.584 7.931 0.208 -1.260 1.446
C -13.848 11.705 9.168 -0.893 0.837 0.621
Cl -12.410 11.595 10.145 0.776 -0.555 0.666
H -14.608 12.568 7.455 0.859 0.614 -0.616
H -13.223 13.532 8.286 -0.217 -0.225 -0.645
H -14.314 10.731 9.022 1.047 0.000 -0.437
H -14.582 12.168 9.827 -0.040 0.454 -0.190